# 1
ORCA calculation (ωB97M-V/def2-TZVPD) on C10H30NaO10 as an isolated structure.

XYZ file:
```
51
Properties=species:S:1:pos:R:3:forces:R:3:mulliken_charge:R:1
H 3.234 0.669 -3.034 0.2 0.0 0.0 0.22
O 0.666 1.564 1.010 -0.1 -0.4 -0.3 -0.20
O 0.334 -2.352 4.722 -0.1 -0.1 0.3 -0.53
H 0.235 2.040 -2.605 0.1 0.1 0.1 0.23
H 1.596 4.713 0.282 -0.2 0.0 -0.4 0.40
H 2.927 -1.107 -0.015 -0.1 0.1 0.0 0.18
C -0.217 -2.724 2.398 -0.2 0.2 0.3 -0.27
H 1.046 -1.712 4.638 -0.1 0.2 0.0 0.33
H -1.053 -2.778 1.695 0.1 0.0 0.1 0.25
C -0.470 0.353 -3.292 -0.3 0.2 -0.3 -0.41
H -5.363 -0.720 0.694 0.0 -0.1 0.5 0.41
C -4.526 -0.062 0.916 0.3 0.8 0.4 -0.53
C 1.516 2.613 0.529 -0.4 0.7 0.6 0.16
H -0.827 0.989 -4.108 -0.1 0.0 0.1 0.51
C -3.214 -0.834 1.030 -0.7 -0.6 0.0 -0.52
H 0.088 1.901 1.698 0.2 0.1 0.2 0.13
O 0.943 4.394 2.119 -0.5 -0.5 0.1 -0.50
H -3.075 -1.297 2.013 -0.3 0.3 0.2 0.21
H 2.409 -0.779 -3.448 0.2 -0.4 -0.2 0.07
O 0.768 -1.917 1.748 0.2 0.5 -0.3 -0.34
C 0.920 3.997 0.755 0.6 0.0 -0.2 -0.94
H -1.989 0.708 1.262 -0.1 0.0 0.1 0.10
C 3.733 -0.976 -1.769 0.5 0.5 0.3 -0.41
H -1.004 -1.122 3.663 0.2 0.1 0.0 0.24
O 2.659 -0.709 -0.849 -0.2 -0.3 -0.1 -0.31
H -1.129 -2.362 -2.505 0.0 0.1 -0.1 0.23
H 0.264 -0.324 -3.743 0.1 0.0 0.2 0.12
O -1.210 -1.565 -1.975 0.1 0.1 0.5 -0.41
H 2.462 2.614 1.074 0.1 -0.3 -0.2 0.27
H -3.290 -1.697 0.361 0.5 0.3 -0.4 0.38
O -4.814 0.708 2.101 0.0 -0.7 -0.5 -0.52
H -3.996 1.150 2.340 -0.1 0.2 0.2 0.29
H 0.094 4.211 2.534 0.1 0.1 0.0 0.32
C -1.643 -0.450 -2.762 0.6 -0.2 -0.5 -0.47
H -0.073 4.034 0.299 -0.1 0.3 0.1 0.37
H -4.482 0.639 0.071 0.2 -0.2 -0.1 0.24
H -2.178 -0.800 -3.648 -0.4 0.0 0.2 0.53
C 3.389 -0.413 -3.134 -0.7 0.4 0.4 -0.22
H -1.550 -2.745 4.032 0.1 0.0 0.4 0.38
H 4.608 -0.436 -1.386 0.1 -0.2 -0.1 0.32
H 0.195 -3.726 2.550 -0.2 0.0 0.1 0.29
H 1.530 -1.807 2.329 -0.1 -0.1 0.0 0.24
O 0.119 1.153 -2.261 0.0 -0.4 0.0 -0.26
O 4.363 -0.712 -4.099 0.0 0.0 0.2 -0.53
H 5.145 -0.195 -3.870 0.0 -0.1 -0.2 0.34
H 3.984 -2.038 -1.807 -0.2 0.0 -0.1 0.35
H -2.254 0.171 -2.110 -0.2 0.0 -0.1 0.13
C -0.672 -2.159 3.757 0.2 -0.6 -1.1 -0.52
O -2.066 -0.063 0.694 0.4 -0.1 -0.5 0.00
Na 0.232 -0.499 -0.356 0.1 0.2 0.3 0.58
H 1.642 2.458 -0.539 0.2 -0.1 0.0 0.07
```
Forces are in eV/Å.

## Properties
LUMO level: -2.826 eV
total charge: +1
HOMO energy: -13.1 eV
energy relative to the best compared isomer or geometry (same formula, charge and spin): 22.1 kcal per mole
2S+1: 1
frontier orbital gap: 10.300 eV

***

# 2
ORCA calculation (ωB97M-V/def2-TZVPD) on a 5-piece molecular cluster, C10H30O5 overall.

XYZ file:
```
45
Properties=species:S:1:pos:R:3:forces:R:3:mulliken_charge:R:1
C -0.203 -2.918 -5.517 0.6 -1.0 0.8 -0.20
H 1.116 1.018 -0.234 -0.4 -0.1 0.3 0.34
H 3.825 8.779 1.084 0.0 0.0 -0.4 0.35
C 0.364 -1.153 -0.157 0.0 1.9 -0.7 -0.16
H 2.261 -0.191 -0.693 0.0 -0.2 0.1 0.34
H -0.678 -7.492 4.377 0.3 -0.2 0.3 0.27
H 0.427 -4.816 3.430 0.7 0.1 1.3 0.28
H -0.666 -1.088 -0.507 -0.3 0.3 0.0 0.21
O -0.426 -6.111 2.300 -0.5 -0.2 -0.7 -0.52
C -1.355 -3.418 -4.676 -0.1 0.3 -0.2 -0.97
H -0.027 -5.442 1.738 -0.6 -0.2 -0.9 0.32
C -0.212 -6.556 4.685 0.3 1.2 -1.1 -0.92
H -3.198 3.961 1.687 -0.6 0.3 -1.1 0.27
C 0.377 -5.905 3.437 -0.1 -0.3 0.0 -0.22
H 0.971 0.234 -1.782 -0.2 -0.2 -0.1 0.31
H 2.607 7.818 1.908 -0.2 0.2 -0.2 0.27
H -1.547 -2.744 -3.841 -0.3 0.1 -0.1 0.24
H -2.234 -3.587 -5.298 -0.2 0.1 0.3 0.33
H 0.293 -1.127 0.930 0.5 -0.3 0.0 0.30
O 2.355 7.729 -0.963 0.0 -0.5 0.4 -0.50
H -3.106 1.982 -0.061 0.4 -0.1 0.6 0.26
C 3.120 6.963 -0.028 0.4 0.5 0.5 -0.16
H 2.571 6.081 0.302 -0.4 0.1 -0.4 0.24
H 1.663 -3.208 -5.250 0.4 0.1 0.4 0.27
H 1.343 -6.364 3.225 0.4 0.2 0.2 0.24
H -0.220 -1.901 -5.910 -0.6 0.0 0.0 0.26
H 1.028 -2.190 -1.579 0.1 -0.4 -0.3 0.27
C 1.200 0.052 -0.732 -0.1 -0.5 0.4 -1.12
H -4.235 1.042 1.015 0.6 0.0 0.3 0.30
H -2.188 3.035 3.105 -0.2 0.0 -0.1 0.31
C -3.760 3.050 1.892 1.6 -1.0 -1.2 -0.18
H 4.222 7.269 1.849 0.2 -0.2 -0.2 0.30
H -0.983 -5.884 5.063 0.1 -0.2 0.4 0.26
O 0.902 -2.348 -0.640 0.3 -0.6 0.3 -0.49
O -2.906 2.446 2.862 -0.4 -0.7 0.7 -0.53
O 0.936 -3.038 -4.647 0.4 0.2 -0.4 -0.49
H 4.020 6.579 -0.508 0.2 0.1 -0.1 0.24
H 2.710 8.621 -0.933 0.0 0.1 -0.1 0.30
H -0.041 -3.640 -6.318 -0.2 0.2 -0.4 0.29
H -1.037 -4.360 -4.228 -0.1 -0.1 -0.2 0.27
H -4.769 2.333 0.087 -0.2 0.3 -0.1 0.33
C 3.465 7.762 1.238 -0.2 -0.3 0.4 -1.03
H -4.737 3.346 2.275 0.0 -0.4 0.3 0.20
H 0.658 -6.646 5.335 -0.6 -0.4 0.6 0.30
C -3.906 2.025 0.678 -1.2 1.5 0.5 -0.97
```
Forces are in eV/Å.

## Properties
LUMO level: 0.569 eV
total charge: 0
HOMO energy: -9.8 eV
SMILES: CCO.CCO.CCO.CCO.CCO
energy relative to the best compared isomer or geometry (same formula, charge and spin): 46.6 kcal per mole
2S+1: 1
frontier orbital gap: 10.405 eV

***

# 3
ORCA calculation (ωB97M-V/def2-TZVPD) on C10H30OP2PdSSi as an isolated structure.

XYZ file:
```
46
Properties=species:S:1:pos:R:3:forces:R:3:mulliken_charge:R:1
H 2.852 2.617 1.184 -0.3 0.3 0.5 0.32
H -1.573 3.558 2.397 0.7 0.0 0.4 0.35
H 0.597 3.618 -0.367 -0.2 0.0 -0.1 0.45
H -3.671 2.271 0.308 0.1 0.1 0.3 -0.27
H -0.994 -4.202 -0.665 -0.3 0.0 -0.1 0.53
H -2.159 -2.903 -1.141 -0.1 -0.2 -0.1 0.32
H 3.810 -0.780 -2.016 -0.3 -0.8 0.7 0.42
H -4.375 -0.007 0.296 0.3 0.2 0.5 -0.26
C -1.114 -3.162 -0.980 0.5 0.2 -1.4 -1.39
H 2.534 0.390 -3.466 0.0 0.2 -0.4 0.36
S 0.395 0.550 2.277 1.6 1.6 -0.1 -0.61
H 2.175 4.250 1.618 0.1 -0.7 0.2 0.40
H -0.115 4.599 2.714 -0.2 0.0 0.1 0.39
H -1.162 -2.444 2.602 -0.5 -0.1 -0.3 0.38
H -3.377 0.786 -2.115 0.1 -0.1 0.1 0.45
P 0.509 2.531 1.720 0.0 -1.6 0.5 1.21
Pd -1.855 0.436 2.157 -0.7 -0.9 1.6 -0.14
H 1.711 -0.951 -4.181 -0.2 -0.2 0.2 0.33
C 0.928 -3.123 0.891 -1.2 -0.5 0.2 -1.30
H -2.541 -2.147 1.513 -0.8 0.0 0.2 0.39
C -2.539 0.620 -1.424 0.4 0.6 -0.4 -0.86
H 1.166 -2.849 1.921 0.2 -0.1 -0.1 0.28
C 2.999 -1.387 -1.532 -0.2 0.3 -1.7 -1.34
H 0.802 -1.395 -1.740 -0.3 -2.4 -1.3 -0.60
C 1.680 -0.716 -1.987 0.1 -2.1 -0.7 1.46
H -1.035 2.908 -0.071 0.3 0.0 -0.1 0.25
P -0.513 -2.076 0.367 0.5 -0.1 0.0 0.89
H -0.481 3.211 3.811 -0.1 0.2 -0.6 0.34
C -1.616 -2.678 1.620 0.3 0.1 1.1 -1.59
H -1.728 -3.734 1.499 -0.4 -0.9 0.3 0.50
C -0.523 3.584 2.771 -0.4 -0.1 -0.1 -1.22
C 0.048 2.746 0.004 0.0 0.0 -0.4 -0.66
H 1.756 -2.961 0.241 0.8 0.0 -0.3 0.29
Si -3.131 0.871 0.355 -1.3 0.1 -2.2 0.52
H 2.539 3.038 2.927 -0.2 0.1 -0.6 0.35
H -2.136 -0.377 -1.592 0.1 0.0 0.0 0.07
O 0.808 -0.261 -1.085 0.5 3.4 1.6 -0.14
H 0.840 0.454 -3.576 -2.1 1.1 -0.3 0.39
H 0.599 -4.199 0.847 0.4 0.9 0.1 0.39
C 2.189 3.166 1.883 0.4 0.4 0.0 -1.17
H 3.050 -2.465 -1.916 0.0 1.5 0.6 0.26
H -1.756 1.362 -1.671 -0.2 -0.5 0.0 0.14
H 3.041 -1.332 -0.458 0.3 -0.1 0.3 0.39
H 0.341 1.836 -0.564 -0.2 0.5 0.4 -0.20
C 1.612 -0.203 -3.395 3.0 -0.4 0.4 -1.38
H -0.588 -3.051 -1.980 -0.5 0.0 1.1 0.30
```
Forces are in eV/Å.

## Properties
LUMO level (spin up / spin down): 0.333 / -1.699 eV
total charge: 0
expectation value of S²: 6.010
HOMO energy (spin up / spin down): -3.5 / -7.9 eV
energy relative to the best compared isomer or geometry (same formula, charge and spin): 91.1 kcal per mole
2S+1: 5
frontier orbital gap (spin up / spin down): 3.816 / 6.181 eV

***

# 4
ORCA calculation (ωB97M-V/def2-TZVPD) on C10H32BNOPSSi2 as an isolated structure.

XYZ file:
```
49
Properties=species:S:1:pos:R:3:forces:R:3:mulliken_charge:R:1
H 3.958 -2.046 -5.055 -0.2 0.1 0.0 -0.07
H -0.281 -1.273 1.221 0.0 0.0 0.0 0.35
H -5.698 -1.572 3.358 0.0 0.0 0.0 0.35
O 6.265 0.578 -6.267 0.1 -0.4 -0.6 -0.53
S 1.525 -0.593 -3.092 0.1 -0.2 0.0 -0.14
H 4.490 -0.069 -8.412 0.0 0.0 -0.1 0.31
H -1.672 -1.969 2.053 -0.1 0.0 0.0 0.32
C -5.468 1.434 4.158 -0.2 -0.2 0.1 -1.03
Si -1.249 0.373 2.879 -0.4 0.5 0.0 0.02
H -4.056 -2.109 3.000 0.0 0.0 0.0 0.29
H 3.745 -0.618 -2.138 -0.1 0.2 0.0 0.40
H 3.283 0.406 -4.870 -0.1 0.0 -0.1 -0.03
H -3.046 -1.341 5.683 0.1 0.0 0.0 0.29
H -0.648 0.995 -1.570 -0.1 0.2 0.1 0.23
H -0.262 0.496 5.168 0.0 0.0 0.0 0.26
H 3.907 -1.556 -7.616 -0.1 0.1 -0.1 0.25
H -5.765 1.822 3.181 0.0 0.0 0.0 0.25
H -6.345 0.964 4.620 0.0 0.0 0.0 0.27
C 4.740 -0.858 -7.700 -0.3 0.0 0.2 -0.87
C -0.193 1.738 2.088 0.3 -0.3 -0.1 -0.89
H -4.621 -0.752 6.217 0.0 0.0 0.0 0.34
H -0.672 2.114 1.180 0.0 0.0 0.0 0.18
H 5.413 -0.437 -3.843 0.0 0.0 0.0 -0.12
C 0.069 1.483 -2.230 0.1 -0.8 0.2 -1.16
C 3.248 -1.068 -2.998 0.1 -0.3 0.1 -0.97
C -1.282 -1.048 1.611 0.4 0.0 0.0 -1.03
H 6.973 0.219 -5.732 0.1 0.4 0.6 0.31
H 3.285 -2.151 -2.854 0.1 0.0 0.0 0.50
H -0.646 -1.186 4.763 -0.1 0.0 0.0 0.29
H -0.246 1.251 -3.248 -0.1 0.5 -0.1 0.39
H 2.220 1.577 -2.268 0.2 -0.2 -0.1 0.32
C -4.727 -1.245 2.968 -0.2 -0.1 0.2 -1.06
H 0.805 1.366 1.820 0.0 0.1 0.0 0.22
H -0.072 2.570 2.784 0.0 0.0 0.0 0.27
C -0.242 -0.249 4.369 0.2 -0.1 -0.2 -1.04
H -1.920 -0.777 0.767 0.0 0.0 0.0 0.26
H 0.071 2.551 -2.032 0.0 0.0 -0.1 0.32
Si -4.024 0.218 3.963 0.1 0.4 -0.2 0.11
C -3.693 -0.460 5.711 -0.2 -0.1 0.0 -1.06
B 5.175 -0.276 -6.314 0.0 0.1 0.1 0.47
H -3.202 0.304 6.319 0.0 0.0 0.0 0.26
H 1.563 0.562 -0.967 0.2 -0.1 0.0 0.29
P 4.210 -0.685 -4.621 0.4 -0.2 0.0 0.07
H 5.590 -1.412 -8.109 0.1 0.1 -0.1 0.29
H -5.166 2.278 4.783 0.0 0.0 0.0 0.25
C 1.454 0.844 -2.013 -0.5 0.8 0.0 -0.26
H -4.861 -0.956 1.923 0.0 0.0 0.0 0.26
H 0.807 -0.434 4.105 0.0 0.0 0.0 0.34
N -2.739 0.997 3.256 0.0 -0.4 0.1 -0.07
```
Forces are in eV/Å.

## Properties
LUMO level: 1.611 eV
total charge: -1
HOMO energy: -3.6 eV
2S+1: 1
frontier orbital gap: 5.250 eV